Record 1
116
Properties=species:S:1:pos:R:3:forces:R:3 method="wB97M-V/def2-TZVPD" e_above_lowest_kcal_mol=50.2 total_energy_ev=-101686.695 charge=-2
Sr -0.479236 0.054619 0.445418 1.3 -1.2 -2.7
S 2.246449 -1.374616 1.503778 0.3 -0.2 0.3
C 2.138648 -2.964190 2.217308 0.2 0.4 0.1
S 0.983405 -4.088017 1.683714 0.0 -0.6 0.0
C 3.010490 -3.347096 3.263353 -0.3 0.0 -0.4
C 2.998566 -4.628611 3.857133 -0.2 -0.5 0.1
N 3.056634 -5.645948 4.404070 0.0 0.0 0.0
C 3.920308 -2.490201 3.892022 0.4 0.7 0.2
N 4.668052 -1.844081 4.497971 0.1 0.2 -0.2
S 4.109004 1.478845 -1.333691 1.2 -0.5 0.0
C 5.012685 1.848769 0.038166 -0.3 0.0 -1.3
N 5.228980 0.935656 1.020144 -0.7 -0.6 0.5
C 6.041805 1.172625 2.064877 0.3 0.1 0.5
C 6.704900 2.359441 2.192583 0.1 -0.3 0.2
C 6.476585 3.361678 1.238627 -0.2 0.0 -0.4
C 5.639046 3.111186 0.189178 0.3 0.3 0.4
H 4.633591 0.077849 1.045141 0.4 0.5 -0.2
H 6.130575 0.381765 2.798482 -0.1 -0.1 0.0
H 7.386524 2.519631 3.014142 -0.1 -0.1 0.1
H 6.973464 4.319304 1.334947 0.0 0.0 0.0
H 5.443093 3.848002 -0.574296 0.0 0.0 0.0
O 1.944360 2.980429 -0.016444 -0.1 -0.5 -0.6
C 1.866471 2.026459 -0.648188 -0.9 1.2 0.9
N -0.526557 3.366399 2.886849 0.1 0.0 0.0
C -0.584689 2.376250 1.954872 0.5 1.4 0.2
N 0.459093 1.608062 1.961444 0.8 0.7 1.0
C 1.249057 2.047072 3.007190 -0.2 0.4 0.3
C 2.441433 1.543911 3.512709 0.1 0.1 0.0
C 3.012928 2.207223 4.582927 0.1 0.0 0.0
C 2.423648 3.346247 5.138784 -0.1 0.1 0.1
C 1.222759 3.846116 4.662584 -0.1 0.1 0.0
C 0.640172 3.171841 3.600336 0.3 -0.3 -0.1
H -1.274693 3.993624 3.119602 -0.1 0.0 0.0
H -1.372817 2.326522 1.219925 -0.3 0.0 0.0
H 2.872939 0.644324 3.099904 0.0 -0.2 -0.1
H 3.934478 1.825565 5.002744 0.0 0.0 0.0
H 2.908421 3.844671 5.969465 0.0 0.0 0.0
H 0.752288 4.719304 5.098742 0.0 0.0 0.0
C -2.229752 -2.632925 1.354657 -0.2 -0.2 0.1
O -0.998235 -2.108005 0.923486 -0.9 -0.8 0.4
H -2.145907 -3.060297 2.359860 0.0 0.0 0.0
H -2.587129 -3.415849 0.673880 0.0 0.0 0.0
H -2.964152 -1.826335 1.373690 0.0 0.0 0.0
H -0.294233 -2.807751 1.089153 0.3 0.0 -0.1
C -1.135546 0.385282 5.171022 0.0 0.0 -0.1
C -2.241281 0.774321 4.222404 0.1 0.0 0.1
C -3.393773 1.389443 4.719942 -0.1 0.1 0.0
C -4.458799 1.626909 3.856725 0.1 0.0 0.1
C -5.761291 2.180023 4.381120 0.0 0.0 0.0
C -4.341297 1.358507 2.502717 -0.1 -0.1 -0.1
C -3.118714 0.919545 1.917463 -0.6 0.2 0.2
C -2.117741 0.548184 2.870334 -0.7 -0.4 0.3
N -2.772416 0.879292 0.628663 -0.4 0.2 0.0
C -3.603081 1.287185 -0.489402 -0.4 0.2 -0.2
C -2.625033 1.740034 -1.586588 -0.1 -0.2 0.2
C -4.403477 0.074556 -0.991153 0.2 0.2 0.0
C -4.557599 2.489216 -0.258189 0.0 -0.1 0.0
H -1.550918 -0.040915 6.086236 0.0 0.0 0.0
H -0.540199 1.258890 5.449988 0.0 0.0 0.0
H -0.463916 -0.344321 4.718102 0.0 0.0 0.0
H -3.470903 1.626916 5.775967 -0.1 -0.1 0.0
H -5.719890 2.339020 5.459255 0.0 0.0 0.0
H -6.585590 1.496213 4.166902 0.0 0.0 0.0
H -5.995881 3.134890 3.904933 0.0 0.0 0.0
H -5.223693 1.479525 1.893255 0.0 0.1 -0.1
H -1.248350 0.025554 2.512290 -0.2 -0.2 0.8
H -1.917381 0.939824 -1.810433 0.1 0.0 -0.1
H -2.070128 2.617932 -1.241705 0.0 0.1 0.0
H -3.160457 2.019031 -2.496288 0.0 0.0 -0.1
H -3.702084 -0.723765 -1.232951 0.0 -0.1 0.0
H -4.984821 0.314583 -1.885179 -0.1 0.0 0.0
H -5.077903 -0.280603 -0.208325 0.0 0.0 0.0
H -4.152811 3.173888 0.489264 0.0 0.0 0.0
H -5.555454 2.182950 0.056094 0.0 0.0 0.1
H -4.673068 3.036834 -1.195892 0.0 0.0 0.0
C 0.762135 -0.396935 -5.910607 -0.1 -0.1 0.1
C 0.775504 -0.093515 -4.413004 0.0 0.0 0.3
C 2.224850 0.114074 -3.966969 -0.1 0.0 0.0
C 0.079826 1.244849 -4.139277 0.0 0.0 0.0
P 0.047875 -1.359396 -3.131575 0.0 -0.5 -1.2
N -0.269779 -0.730231 -1.781890 0.0 0.1 -0.4
C 1.303375 -2.836366 -3.060627 -0.2 0.2 0.2
C 2.399603 -2.406101 -2.076436 0.0 0.0 0.0
C 1.933039 -3.366990 -4.347938 -0.2 0.2 0.0
C 0.533540 -3.965445 -2.365099 0.0 0.1 0.0
C -1.558940 -2.074420 -3.990004 0.1 0.1 0.2
C -1.416488 -2.995255 -5.202704 0.1 0.1 0.1
C -2.351364 -2.778305 -2.876454 0.0 0.0 0.0
C -2.404947 -0.863726 -4.402453 0.2 0.0 0.1
H 1.348930 0.370877 -6.428261 0.0 0.0 0.0
H -0.243853 -0.377298 -6.330835 0.0 0.0 0.0
H 1.213835 -1.364736 -6.130415 0.0 0.0 -0.1
H 2.619006 1.048238 -4.380469 0.0 0.0 0.0
H 2.880093 -0.689492 -4.296951 0.0 0.0 0.1
H 2.246735 0.182636 -2.880722 0.2 0.0 0.1
H 0.673715 2.059915 -4.566349 0.0 0.0 -0.1
H 0.024512 1.376713 -3.057413 -0.1 0.1 0.0
H -0.924157 1.302550 -4.556687 0.0 0.0 0.0
H 3.215425 -1.875162 -2.562585 0.0 0.1 0.0
H 2.821435 -3.282878 -1.578303 0.0 0.0 0.0
H 1.957477 -1.759587 -1.317116 0.2 -0.1 0.1
H 2.611842 -2.639549 -4.791762 0.0 0.0 -0.1
H 1.184811 -3.644885 -5.090805 0.0 0.0 -0.1
H 2.518353 -4.260555 -4.107264 0.0 0.0 0.0
H 0.006531 -3.549638 -1.504156 0.0 -0.2 0.1
H 1.230403 -4.726024 -2.003343 0.1 0.0 0.0
H -0.172003 -4.460586 -3.032595 0.0 0.0 0.0
H -0.954072 -3.947257 -4.942709 0.0 0.0 0.0
H -0.829936 -2.529184 -5.994605 0.0 -0.1 -0.1
H -2.414332 -3.211655 -5.604609 0.0 0.0 0.0
H -2.094773 -3.832043 -2.787866 0.0 0.0 0.1
H -3.426997 -2.713550 -3.072032 0.0 0.0 0.0
H -2.127763 -2.274578 -1.932261 -0.1 -0.1 0.1
H -2.008182 -0.366826 -5.286784 0.0 0.1 0.0
H -2.438916 -0.160682 -3.571260 -0.1 0.1 -0.1
H -3.426328 -1.185440 -4.634624 0.0 0.0 0.0

***

Record 2
118
Properties=species:S:1:pos:R:3:forces:R:3 method="wB97M-V/def2-TZVPD" total_energy_ev=-72464.316 charge=-1 spin_multiplicity=2
O -5.774296 -1.135607 1.560703 0.5 -1.1 -1.0
C -5.144421 -1.775480 0.744326 -0.3 1.6 -0.4
O -3.787669 -1.843514 0.823975 -0.1 -0.2 1.5
C -3.215293 -2.535522 -0.252718 -0.2 -0.2 -2.1
C -4.349638 -3.277750 -0.892052 -1.5 -0.7 -0.8
C -5.586959 -2.401925 -0.623852 0.5 -0.4 1.7
H -2.467346 -3.312937 -0.096850 0.3 0.7 1.0
H -2.842220 -1.784629 -0.949194 0.5 0.0 0.0
H -4.459105 -4.244605 -0.400813 -0.2 0.0 0.3
H -4.196333 -3.526662 -1.942116 0.1 0.3 -0.1
H -6.529278 -2.913345 -0.427401 0.1 -0.2 -0.3
H -5.771277 -1.627899 -1.368848 0.2 0.2 0.1
O -3.753629 -4.984148 2.317035 0.3 -1.1 0.4
C -2.765125 -4.520482 2.843209 -0.3 1.1 -3.0
O -2.877426 -3.660484 3.800449 -0.6 2.6 2.9
C -1.819340 -2.631666 3.858125 0.1 -0.7 -0.3
C -0.885047 -3.047679 2.742244 1.1 -1.1 0.7
C -1.361495 -4.446274 2.272236 -0.4 0.8 0.1
H -1.371541 -2.597727 4.851309 0.0 -0.6 0.0
H -2.109425 -1.595904 3.681641 -1.2 -0.3 -0.1
H 0.090256 -3.185516 3.209023 0.4 0.4 -0.5
H -0.855226 -2.311417 1.939041 0.1 -0.2 0.0
H -0.805006 -5.287704 2.685064 0.4 0.1 -0.4
H -1.412780 -4.390421 1.184869 0.1 -0.9 0.1
O 3.456268 -1.030008 -2.758095 2.1 -0.7 0.4
C 4.279905 -1.608362 -2.050903 -2.5 0.2 1.2
O 5.464848 -2.031381 -2.344581 1.8 0.0 -3.6
C 6.152780 -2.749611 -1.328716 -1.1 -0.2 1.0
C 4.989749 -3.217108 -0.396989 0.7 1.1 -0.3
C 4.046724 -2.020817 -0.621973 -0.6 -0.4 0.5
H 6.780645 -1.978975 -0.881488 0.2 -0.4 0.5
H 6.770401 -3.559029 -1.717931 -0.2 0.2 -0.4
H 5.411438 -3.351679 0.599094 -0.5 0.1 0.2
H 4.457319 -4.118829 -0.699472 0.5 -0.2 -0.2
H 4.340085 -1.168789 -0.008705 -0.3 0.1 0.3
H 2.988659 -2.270403 -0.542559 0.1 0.2 0.5
O 1.238981 3.293927 1.115929 -1.5 1.3 1.4
C 0.391940 4.002290 1.654457 1.9 -0.7 0.5
O -0.719455 4.310032 1.017980 -0.1 0.6 -2.1
C -1.339544 5.498373 1.524818 -1.7 -1.9 1.8
C -1.120866 5.248468 3.034934 1.7 2.1 0.0
C 0.307869 4.644301 3.075004 -0.9 -1.0 -0.2
H -2.401773 5.327332 1.350138 0.0 0.4 -0.4
H -1.051213 6.449171 1.076543 0.6 -0.3 0.0
H -1.897427 4.635145 3.491976 0.2 0.0 -0.2
H -0.987662 6.203288 3.543542 -0.8 0.0 0.3
H 0.345288 3.896589 3.867229 0.2 -0.5 -0.3
H 1.090755 5.347340 3.359482 0.0 0.1 -0.6
N 2.517514 0.505704 -5.007294 0.3 -1.9 -0.2
C 2.582951 1.734916 -4.519784 0.2 2.3 1.1
C 1.938675 2.650359 -5.337303 0.2 -2.7 -1.7
C 1.557089 1.780668 -6.457512 -1.1 0.7 -0.1
C 1.858748 0.451695 -6.204970 0.5 1.9 0.4
H 2.946898 -0.278054 -4.536723 -0.1 0.0 0.2
H 3.139402 1.923064 -3.613493 -0.1 -0.1 0.1
H 1.810455 3.721836 -5.293892 0.1 -0.2 0.2
H 0.995313 2.113027 -7.317943 0.0 0.0 -0.1
H 1.778563 -0.458713 -6.780405 -0.1 0.2 0.1
N 2.182356 -1.179159 4.748028 -0.7 0.7 0.2
C 1.614825 0.083489 4.655855 0.2 -1.6 0.8
C 1.628388 0.391214 3.320359 -1.0 3.0 1.1
C 2.354284 -0.537979 2.646320 0.0 -2.4 -1.1
C 2.534937 -1.591987 3.524535 1.9 0.0 -1.1
H 2.240460 -1.737424 5.587706 0.0 0.0 0.1
H 1.338521 0.535570 5.596948 -0.5 0.3 -0.4
H 1.134079 1.235569 2.863057 0.3 0.4 0.2
H 2.659947 -0.464485 1.613088 -0.2 -0.4 0.0
H 3.079608 -2.504019 3.329794 -0.1 -0.1 0.3
N 3.943903 2.584182 0.922279 -0.8 1.7 -2.1
C 4.668940 2.739549 -0.262614 -1.2 -0.6 1.1
C 5.760047 1.956281 -0.090135 1.4 -0.4 -1.8
C 5.760486 1.400878 1.178335 -0.6 -0.9 1.6
C 4.579126 1.796960 1.782013 0.6 -0.5 0.5
H 3.002800 2.946008 0.981501 0.0 0.0 0.6
H 4.235659 3.184271 -1.146301 0.1 0.1 0.2
H 6.420748 1.661406 -0.891954 0.3 0.3 0.1
H 6.422353 0.677173 1.630634 0.2 0.2 -0.2
H 4.123540 1.535120 2.725561 0.2 0.0 0.0
N 0.841481 -5.263557 -4.575266 -1.4 -2.7 -0.8
C 0.738765 -3.928944 -4.533614 1.0 0.3 0.9
C 1.162251 -3.625806 -3.250229 -0.9 3.5 -1.0
C 1.367860 -4.758681 -2.539777 0.4 -2.5 1.9
C 1.073965 -5.839521 -3.335799 0.5 0.8 -1.4
H 0.650435 -5.835594 -5.385436 -0.2 0.2 0.1
H 0.388986 -3.350951 -5.376210 0.3 0.0 0.2
H 1.196771 -2.632049 -2.828726 0.1 0.1 -0.1
H 1.725765 -4.829473 -1.523263 -0.3 0.1 0.1
H 0.987364 -6.910825 -3.230009 0.4 0.2 0.2
N -3.865398 2.136188 -1.981604 0.1 -1.1 1.6
C -5.110379 2.569429 -2.223975 -0.6 2.3 -0.6
C -5.023725 3.953489 -2.589089 0.8 -3.1 -0.3
C -3.627021 4.189818 -2.631663 1.6 0.2 1.7
C -2.902182 3.117676 -1.983095 -2.7 0.3 -2.6
H -3.696564 1.162758 -1.771783 0.2 0.2 0.3
H -5.976911 1.938493 -2.091902 0.2 0.0 -0.1
H -5.850019 4.526384 -2.983318 0.3 0.1 0.1
H -3.144552 5.051182 -3.069490 0.0 0.3 0.4
H -1.921794 2.785780 -1.674711 0.2 0.7 -0.5
C -4.482800 2.413677 4.127992 -1.0 -1.0 -1.3
C -3.555782 1.984549 2.988609 1.9 1.1 1.2
O -2.373346 1.780336 3.277147 -1.6 -0.1 -1.0
C -4.060346 2.092934 1.558744 -0.4 -0.7 0.3
H -5.460565 2.543631 3.664119 -0.2 0.2 0.4
H -4.229849 3.328399 4.664089 0.5 -0.3 0.0
H -4.551715 1.521022 4.749708 0.0 0.3 0.5
H -4.068598 1.151882 1.008808 0.9 -0.2 0.1
H -3.426285 2.857516 1.109858 -0.2 -0.1 -0.5
H -5.126665 2.306203 1.484032 0.1 0.7 0.3
C 1.218014 1.193456 -1.303935 1.3 0.4 -0.1
C 0.002251 0.416293 -0.957803 0.0 -0.5 1.0
O -0.337151 -0.472323 -1.704114 -0.9 -0.3 -0.1
C -0.663474 0.643649 0.428867 0.4 -0.1 -1.5
H 1.014662 1.999663 -2.008758 -0.3 0.3 0.2
H 1.925064 0.573807 -1.855480 -0.3 -0.4 -0.1
H 1.784969 1.553962 -0.445620 -0.4 0.3 0.0
H -0.979722 1.682702 0.520894 0.1 0.0 0.2
H 0.118322 0.424678 1.156162 -0.2 0.1 0.2
H -1.518791 -0.020919 0.550834 0.1 0.0 0.0